(1)
The following is a DFT calculation (ωB97M-V with the def2-TZVPD basis set) of a molecular structure, C22H15F5IN4O8S4W in a non-equilibrium geometry.

Gap between HOMO and LUMO = 5.876 eV
LUMO energy = -5.07 eV
HOMO level = -10.94 eV
Energy above the lowest of the compared OMol25 structures with the same formula, charge and spin = 26.5 kJ/mol
Max |F| = 1.6 eV/A
Charge = +1

Positions of all 60 atoms, in Å:
W 0.044 0.270 -0.380
N 2.114 2.948 -3.318
C 1.583 1.868 -2.718
S -0.079 1.923 -2.223
N 2.305 0.808 -2.530
N 1.538 -0.194 -1.923
C 1.882 -1.378 -2.301
C 1.405 -2.639 -1.809
C 1.818 -3.837 -2.407
C 1.363 -5.041 -1.912
C 0.505 -5.068 -0.811
C 0.092 -3.900 -0.193
C 0.554 -2.703 -0.713
O 0.180 -1.541 -0.141
H 1.546 3.740 -3.557
H 2.988 2.830 -3.804
H 2.636 -1.395 -3.084
H 2.489 -3.807 -3.256
H 1.673 -5.967 -2.375
H 0.156 -6.019 -0.431
H -0.565 -3.897 0.665
F -6.372 -2.662 0.537
C -5.269 -2.188 -0.022
C -4.185 -1.837 0.764
F -4.235 -1.974 2.082
C -3.043 -1.354 0.154
F -1.999 -1.032 0.939
C -2.929 -1.195 -1.217
S -1.571 -0.469 -2.095
C -4.039 -1.552 -1.977
F -4.000 -1.413 -3.302
C -5.193 -2.045 -1.398
F -6.230 -2.376 -2.156
O -2.616 1.214 2.179
S -2.404 2.118 1.101
O -3.500 2.688 0.399
O -1.485 1.478 -0.011
C -1.355 3.404 1.712
C -1.971 4.619 1.932
C -1.297 5.632 2.614
C -0.023 5.423 3.090
C 0.620 4.211 2.854
C -0.038 3.207 2.162
S 0.992 1.861 1.702
O 2.143 1.854 2.521
O 0.190 0.553 1.666
O 1.181 2.007 0.207
H -2.987 4.763 1.590
H -1.792 6.579 2.781
H 0.492 6.200 3.638
H 1.634 4.052 3.191
N 4.636 0.097 0.700
C 3.538 -0.639 0.924
O 2.450 -0.328 0.453
C 3.741 -1.896 1.732
I 2.219 -2.195 3.163
H 4.546 0.936 0.149
H 5.514 -0.110 1.141
H 4.687 -1.886 2.265
H 3.725 -2.749 1.055

---

(2)
The following is a DFT calculation (ωB97M-V with the def2-TZVPD basis set) of 8 unconnected molecules or ions with the total composition C33H57N3O6 in a non-equilibrium geometry.

Gap between HOMO and LUMO = 9.815 eV
LUMO energy = 0.51 eV
HOMO level = -9.31 eV
Max |F| = 1.8 eV/A
Charge = 0

Positions of all 99 atoms, in Å:
C -3.095 0.496 2.969
N -3.782 -0.499 3.732
C -5.081 -0.387 4.117
C -5.602 -1.483 5.009
O -5.741 0.611 3.864
H -2.675 1.342 3.509
H -3.680 0.775 2.090
H -2.249 0.002 2.483
H -3.299 -1.350 3.962
H -5.949 -1.103 5.965
H -4.806 -2.208 5.224
H -6.393 -2.074 4.549
C -1.899 -0.450 -0.115
C -0.708 -0.882 0.455
C 0.426 -0.137 0.185
N 0.502 0.752 -0.818
C -0.653 1.108 -1.361
C -1.898 0.559 -1.049
H -2.823 -0.880 0.258
H -0.691 -1.626 1.241
H 1.338 -0.252 0.764
H -0.599 1.949 -2.050
H -2.784 1.018 -1.459
C 5.417 -0.438 -1.457
C 4.225 -0.040 -0.869
C 4.048 1.275 -0.472
N 5.052 2.149 -0.512
C 6.234 1.712 -0.909
C 6.476 0.447 -1.427
H 5.572 -1.445 -1.823
H 3.416 -0.756 -0.771
H 3.107 1.472 0.027
H 7.039 2.443 -0.878
H 7.453 0.190 -1.809
C -5.188 2.900 -3.387
C -5.374 1.512 -2.807
C -5.635 1.852 -1.339
O -6.391 3.069 -1.389
C -6.201 3.729 -2.613
H -5.203 2.983 -4.472
H -4.193 3.248 -3.076
H -4.524 0.857 -3.003
H -6.259 1.002 -3.204
H -4.673 2.079 -0.863
H -6.255 1.163 -0.778
H -5.859 4.768 -2.556
H -7.168 3.785 -3.130
C 4.387 1.764 3.310
C 3.118 2.538 3.678
C 2.100 1.905 2.745
O 2.417 0.518 2.753
C 3.813 0.378 2.952
H 5.076 1.762 4.150
H 4.832 2.247 2.438
H 3.116 3.621 3.558
H 2.817 2.310 4.705
H 2.191 2.319 1.732
H 1.070 2.046 3.072
H 4.277 0.023 2.023
H 4.098 -0.353 3.713
C 2.253 3.097 -3.583
C 1.413 2.265 -4.576
C 2.485 1.403 -5.292
O 3.701 1.611 -4.610
C 3.659 2.956 -4.127
H 2.182 2.687 -2.580
H 1.900 4.128 -3.654
H 0.848 2.866 -5.286
H 0.725 1.601 -4.054
H 2.583 1.658 -6.356
H 2.203 0.349 -5.242
H 3.953 3.592 -4.968
H 4.396 3.042 -3.328
C 1.133 -3.827 5.101
C 0.112 -3.803 6.234
C -1.241 -3.787 5.537
O -1.035 -3.377 4.205
C 0.292 -3.690 3.794
H 1.660 -4.779 5.073
H 1.814 -2.984 5.159
H 0.246 -2.951 6.906
H 0.215 -4.652 6.912
H -2.043 -3.199 5.985
H -1.632 -4.821 5.551
H 0.711 -2.836 3.265
H 0.247 -4.607 3.206
C -0.838 -2.967 -3.284
C -0.255 -3.850 -4.380
C 0.831 -2.939 -4.931
O 1.451 -2.397 -3.783
C 0.415 -2.209 -2.804
H -1.313 -3.478 -2.444
H -1.600 -2.287 -3.667
H -0.970 -4.239 -5.102
H 0.269 -4.704 -3.938
H 0.428 -2.148 -5.588
H 1.544 -3.462 -5.573
H 0.204 -1.132 -2.806
H 0.765 -2.448 -1.802

---

(3)
The following is a DFT calculation (ωB97M-V with the def2-TZVPD basis set) of 2 unconnected molecules or ions with the total composition C5H13NO2.

Gap between HOMO and LUMO = 10.675 eV
LUMO energy = 0.71 eV
HOMO level = -9.96 eV
Energy above the lowest of the compared OMol25 structures with the same formula, charge and spin = 111.2 kJ/mol
Max |F| = 0.6 eV/A
Charge = 0

Positions of all 21 atoms, in Å:
C -1.471 1.562 1.136
C -2.101 0.208 1.229
N -3.342 0.078 0.524
O -1.618 -0.698 1.857
H -2.197 2.347 1.341
H -1.139 1.771 0.118
H -0.654 1.621 1.849
H -3.206 -0.239 -0.428
H -3.906 -0.610 1.011
C 2.349 -1.513 0.221
C 1.946 -0.917 -1.123
C 0.969 0.224 -0.950
O 0.696 0.828 -2.215
H 1.468 -1.913 0.730
H 3.016 -2.359 0.059
H 2.822 -0.786 0.879
H 1.510 -1.694 -1.752
H 2.828 -0.515 -1.628
H 1.403 0.966 -0.271
H 0.044 -0.136 -0.490
H 0.585 1.773 -2.095

---

(4)
The following is a DFT calculation (ωB97M-V with the def2-TZVPD basis set) of a single C8H14O molecule in a non-equilibrium geometry.

Gap between HOMO and LUMO = 8.467 eV
LUMO energy = 0.79 eV
HOMO level = -7.68 eV
Energy above the lowest of the compared OMol25 structures with the same formula, charge and spin = 178.4 kJ/mol
Max |F| = 1.0 eV/A
Charge = 0

Positions of all 23 atoms, in Å:
C -2.112 -0.307 -1.176
C -1.035 -0.474 -0.132
C -1.563 -0.374 1.285
C 0.135 -1.250 -0.437
C 1.197 -0.521 0.030
C 2.572 -0.946 0.449
C 0.632 0.800 0.173
C 0.418 1.742 -0.981
O 0.926 1.550 1.297
H -2.396 0.749 -1.256
H -1.773 -0.625 -2.163
H -3.023 -0.858 -0.919
H -2.379 -1.093 1.432
H -1.972 0.619 1.498
H -0.792 -0.592 2.023
H 0.161 -2.144 -1.055
H 2.638 -1.123 1.529
H 2.835 -1.886 -0.039
H 3.324 -0.197 0.191
H -0.442 2.393 -0.806
H 1.297 2.389 -1.078
H 0.270 1.193 -1.906
H 1.081 0.957 2.041

---

(5)
The following is a DFT calculation (ωB97M-V with the def2-TZVPD basis set) of a molecular structure, C20H24O6PtSSi in a non-equilibrium geometry.

Gap between HOMO and LUMO (spin up / spin down) = 7.171 / 7.328 eV
LUMO energy (spin up / spin down) = -0.62 / -0.28 eV
HOMO level (spin up / spin down) = -7.79 / -7.61 eV
Energy above the lowest of the compared OMol25 structures with the same formula, charge and spin = 122.1 kJ/mol
Max |F| = 1.8 eV/A
Charge = 0

Positions of all 53 atoms, in Å:
Pt 0.159 -0.752 1.324
O 1.571 -1.475 5.419
C 1.361 -1.357 4.110
O 0.342 -0.914 3.663
C 2.594 -1.784 3.314
O 2.356 -1.971 1.921
C 2.259 -3.334 1.484
C 0.837 -3.808 1.084
O 0.711 -5.018 0.954
O -0.058 -2.914 0.875
H 0.814 -1.121 5.907
H 3.026 -2.672 3.779
H 3.302 -0.954 3.416
H 2.656 -4.028 2.226
H 2.862 -3.416 0.577
C -3.898 1.230 -2.397
C -4.513 0.858 -1.210
C -3.768 0.782 -0.042
C -2.409 1.094 -0.033
C -1.809 1.475 -1.236
C -2.544 1.540 -2.409
Si -1.358 0.972 1.534
C -0.217 2.512 1.524
C 1.171 2.356 1.502
C 2.021 3.452 1.450
C 1.491 4.734 1.421
C 0.116 4.912 1.445
C -0.726 3.810 1.493
H -4.474 1.277 -3.313
H -5.573 0.638 -1.196
H -4.252 0.483 0.882
H -0.754 1.726 -1.248
H -2.069 1.845 -3.334
H -2.297 1.123 2.684
H 1.591 1.353 1.519
H 3.095 3.308 1.432
H 2.151 5.591 1.380
H -0.300 5.912 1.426
H -1.801 3.963 1.505
O 0.775 -0.496 -0.931
S 0.988 -1.835 -1.602
C 1.840 -1.330 -3.159
C 0.870 -1.508 -4.324
C -0.535 -1.349 -3.748
C -0.558 -2.200 -2.491
H 2.750 -1.919 -3.261
H 2.097 -0.285 -2.992
H 0.980 -2.506 -4.752
H 1.062 -0.778 -5.111
H -1.300 -1.661 -4.459
H -0.720 -0.307 -3.479
H -0.536 -3.268 -2.715
H -1.380 -1.984 -1.810

---

(6)
The following is a DFT calculation (ωB97M-V with the def2-TZVPD basis set) of a single CH4N4S molecule in a non-equilibrium geometry.

Gap between HOMO and LUMO (spin up / spin down) = 7.133 / 7.132 eV
LUMO energy (spin up / spin down) = -0.97 / -0.97 eV
HOMO level (spin up / spin down) = -8.10 / -8.10 eV
Energy above the lowest of the compared OMol25 structures with the same formula, charge and spin = 484.2 kJ/mol
Max |F| = 2.9 eV/A
Charge = 0

Positions of all 10 atoms, in Å:
C -0.837 0.575 0.757
N -1.176 -1.692 0.582
N -2.760 -0.837 -0.520
N -0.376 -0.766 0.415
N 0.725 -0.719 -0.634
S -2.580 0.572 -0.111
H -1.195 0.738 1.881
H -0.261 1.262 0.129
H 1.485 -1.280 -0.211
H 0.501 -1.279 -1.470